{"formula": "C17H31N3P2Re", "method": "the ωB97M-V functional and the def2-TZVPD basis", "species": ["P", "P", "C", "C", "H", "H", "H", "H", "C", "H", "H", "H", "C", "H", "H", "H", "C", "H", "H", "H", "C", "H", "H", "H", "Re", "C", "C", "C", "C", "C", "C", "C", "C", "C", "H", "H", "H", "H", "H", "H", "H", "H", "H", "H", "H", "H", "H", "H", "H", "N", "C", "N", "C", "N"], "xyz": [[0.5734, 2.2722, -2.3836], [2.6902, -0.0121, -1.9891], [2.2414, 2.4965, -3.1951], [2.9441, 1.1562, -3.4250], [2.8324, 3.1486, -2.5331], [2.0782, 3.0184, -4.1483], [2.5542, 0.6493, -4.3216], [4.0267, 1.3009, -3.5464], [4.2556, 0.3539, -1.0901], [4.3906, -0.4108, -0.3138], [4.1925, 1.3433, -0.6195], [5.0977, 0.3236, -1.7946], [3.2349, -1.5512, -2.8275], [4.2088, -1.3967, -3.3102], [2.4823, -1.8334, -3.5746], [3.3127, -2.3416, -2.0705], [0.3071, 4.0179, -1.8848], [-0.7260, 4.1146, -1.5283], [0.4743, 4.6871, -2.7389], [0.9998, 4.2624, -1.0696], [-0.4507, 2.2881, -3.9140], [-0.3128, 1.3489, -4.4644], [-0.1587, 3.1406, -4.5416], [-1.5035, 2.3851, -3.6182], [-1.9442, -1.4378, 2.5184], [-0.6555, -2.3793, 1.1697], [0.0833, -1.5433, 2.1005], [0.6248, -0.1583, 1.7793], [-0.3229, 1.0128, 2.1198], [-1.7720, 0.5889, 2.1029], [-2.3254, -0.1317, 0.9590], [-1.5283, -0.4973, -0.2831], [-0.9187, -1.9147, -0.2459], [-3.8503, -0.9460, 3.2331], [-0.5367, -3.4631, 1.2923], [0.6519, -2.0992, 2.8571], [0.9648, -0.0743, 0.7411], [1.5286, -0.0481, 2.3898], [-0.0796, 1.3871, 3.1255], [-0.1462, 1.8633, 1.4441], [-2.4585, 1.2578, 2.6347], [-3.4011, 0.0290, 0.7990], [-0.7425, 0.2320, -0.5105], [-2.2236, -0.4519, -1.1293], [-1.6106, -2.6226, -0.7253], [0.0023, -1.9562, -0.8506], [-4.4501, -1.8679, 3.2845], [-4.4003, -0.1401, 2.7307], [-3.6078, -0.6359, 4.2666], [-1.9171, -2.9473, 3.8296], [-2.5184, -3.5369, 4.6633], [-2.9589, -4.2769, 5.5789], [-4.1143, -4.0625, 6.2140], [-5.1180, -3.9416, 6.8139]], "forces_ev_per_a": [[1.004, 1.485, -1.855], [1.898, 0.605, -1.558], [0.319, -0.502, 0.432], [-0.692, 0.230, 0.021], [-0.116, -0.207, -0.216], [0.012, 0.003, 0.325], [0.105, 0.200, 0.233], [-0.266, -0.183, -0.030], [-0.591, 0.032, 0.888], [0.137, 0.301, -0.103], [0.157, -0.261, -0.040], [-0.325, -0.046, 0.125], [-0.868, -0.442, 0.404], [-0.251, 0.104, 0.172], [0.270, -0.089, 0.148], [0.064, 0.015, -0.331], [-0.282, -0.390, 0.954], [0.254, 0.223, -0.046], [-0.009, -0.291, 0.137], [-0.245, 0.113, -0.179], [-0.532, -0.853, 0.425], [-0.148, 0.266, 0.025], [-0.019, -0.202, 0.287], [0.186, -0.060, -0.287], [-1.689, -1.496, 0.846], [-0.171, -0.144, -0.471], [1.332, 0.643, 0.906], [1.079, 0.205, 0.014], [0.418, 0.002, 0.280], [0.019, 0.719, -1.315], [-0.280, 1.026, -0.726], [-0.070, 0.088, -0.713], [0.007, -0.199, -0.421], [0.057, 0.519, 0.748], [-0.076, 0.341, 0.053], [0.000, 0.186, -0.318], [-0.091, -0.196, 0.040], [-0.081, 0.133, -0.218], [-0.137, -0.094, -0.255], [-0.131, -0.166, 0.039], [0.053, -0.494, -0.015], [0.429, -0.088, 0.067], [-0.162, 0.049, 0.266], [0.147, 0.028, 0.090], [0.178, 0.146, 0.187], [-0.171, 0.072, 0.156], [-0.050, 0.185, -0.155], [0.017, -0.314, 0.295], [-0.451, 0.093, -0.019], [-0.997, -1.409, 0.933], [1.094, 0.456, -0.714], [-1.630, 0.006, 1.236], [0.234, -0.227, -0.117], [1.065, -0.117, -0.630]], "mulliken_charge": [0.79, 0.77, -1.02, -1.04, 0.47, 0.51, 0.47, 0.52, -1.35, 0.40, 0.37, 0.45, -1.32, 0.42, 0.40, 0.41, -1.28, 0.42, 0.41, 0.39, -1.33, 0.37, 0.43, 0.40, 0.76, -0.54, -0.65, -0.07, -0.86, -0.31, -0.24, 0.02, -0.66, -1.48, 0.58, 0.55, -0.52, 0.62, 0.38, 0.29, 0.54, 0.48, -0.63, 0.65, 0.40, 0.16, 0.41, 0.41, 0.40, -0.28, 0.67, -0.35, 0.45, -0.24], "total_charge": 2, "homo_energy_ev": [-14.767, -14.767], "relative_energy_kj_mol": 0.0, "multiplicity": 4, "e_tot_ha": -1590.765040, "lumo_energy_ev": [-7.8, -10.1], "homo_lumo_gap_ev": [6.9383, 4.7093]}